1.
A molecular structure, C38H78AsF6N8O6V in a non-equilibrium geometry, computed with ωB97M-V/def2-TZVPD.

```
138
Properties=species:S:1:pos:R:3:forces:R:3
V -5.839 -22.862 -1.946 1.8 0.3 2.1
As -2.945 -25.129 -0.583 0.2 -1.9 1.8
F -4.272 -24.050 -1.226 -0.5 0.8 -0.9
F -4.198 -25.931 0.308 -0.4 0.3 -0.2
F -1.784 -26.177 0.036 0.5 -0.2 0.2
F -1.799 -24.225 -1.427 0.3 0.6 -0.7
F -2.788 -24.070 0.758 -0.2 0.7 0.1
F -3.245 -26.191 -1.888 -0.3 0.3 -0.8
C 0.811 -26.341 -6.279 0.3 0.5 -0.2
C -0.413 -26.007 -5.442 0.3 -0.4 -0.2
C -0.232 -26.380 -3.972 -0.4 0.8 0.0
C 0.764 -25.551 -3.293 0.5 -0.1 0.0
N 1.547 -24.900 -2.758 -0.2 0.0 -0.1
H 1.615 -25.634 -6.060 0.0 -0.1 0.0
H 0.588 -26.241 -7.341 0.0 -0.1 0.0
H 1.210 -27.337 -6.091 -0.2 -0.1 0.0
H -1.271 -26.574 -5.809 -0.1 0.1 0.0
H -0.630 -24.943 -5.544 -0.1 0.0 0.1
H 0.033 -27.431 -3.881 -0.1 -0.1 0.2
H -1.171 -26.141 -3.463 0.0 -0.6 0.2
C 1.480 -22.036 3.932 0.1 0.2 0.1
C 0.510 -23.173 4.206 -0.2 0.0 0.3
C -0.700 -23.205 3.249 0.3 -0.1 -0.3
C -1.307 -21.909 2.957 0.1 0.4 0.0
N -1.787 -20.885 2.739 -0.1 -0.3 -0.1
H 0.965 -21.079 3.840 0.0 0.0 -0.2
H 2.056 -22.266 3.033 -0.1 0.3 -0.2
H 2.219 -21.892 4.720 -0.1 -0.3 0.2
H 0.104 -23.174 5.220 0.3 0.2 0.0
H 1.065 -24.104 4.083 -0.3 -0.2 0.1
H -1.508 -23.828 3.632 0.2 0.0 0.2
H -0.377 -23.669 2.310 -0.2 0.4 -0.1
C 0.767 -29.291 -1.598 -0.8 -0.2 0.2
C 0.268 -28.175 -0.670 0.6 -0.3 -0.6
C 1.406 -27.581 0.149 0.0 0.4 0.0
C 1.886 -28.521 1.150 0.1 0.0 0.3
N 2.221 -29.249 1.971 0.0 0.0 0.0
H 1.606 -29.017 -2.237 0.1 0.2 0.1
H -0.070 -29.567 -2.249 0.2 -0.2 0.0
H 1.034 -30.172 -1.012 0.1 0.0 -0.1
H -0.495 -28.564 0.005 -0.1 0.0 -0.1
H -0.156 -27.380 -1.280 -0.1 0.1 0.1
H 1.077 -26.667 0.653 0.0 -0.1 0.1
H 2.246 -27.293 -0.486 0.0 0.0 -0.1
C -1.166 -26.461 3.037 -0.7 0.8 0.1
C -0.021 -27.151 3.762 -0.2 -0.4 -0.3
C -0.393 -28.582 4.162 -0.5 -0.2 0.9
C -0.792 -29.469 3.068 0.6 0.8 0.9
N -1.171 -30.185 2.267 0.0 -0.7 -0.9
H -1.584 -26.982 2.173 0.3 -0.3 0.1
H -0.899 -25.453 2.706 0.3 -0.7 -0.2
H -2.023 -26.257 3.702 0.2 -0.4 0.1
H 0.204 -26.601 4.676 0.2 0.0 0.0
H 0.870 -27.173 3.137 0.1 0.1 0.1
H -1.247 -28.529 4.858 -0.1 0.0 -0.4
H 0.334 -29.113 4.781 0.4 0.2 -0.4
C -2.625 -21.356 -0.754 0.3 -0.2 -0.7
O -4.053 -21.541 -0.709 -0.6 0.7 0.1
C -4.468 -21.151 0.602 -0.6 -0.2 0.3
C -5.990 -21.113 0.668 1.1 0.3 -1.0
N -6.589 -22.287 -0.050 0.4 0.8 1.0
C -6.363 -23.462 0.813 -0.6 -1.5 -0.2
C -7.035 -24.650 0.147 -0.8 0.6 0.7
O -6.579 -24.779 -1.213 0.0 1.5 0.3
C -6.664 -26.104 -1.706 -0.8 -0.9 -0.6
H -2.366 -20.314 -0.557 -0.2 0.0 0.2
H -2.304 -21.594 -1.764 0.1 -0.2 0.1
H -2.151 -22.012 -0.029 0.1 0.1 0.0
H -4.134 -20.130 0.804 0.3 -0.2 0.2
H -4.043 -21.858 1.316 0.1 0.2 0.2
H -6.288 -20.191 0.166 -0.4 -0.1 0.1
H -6.313 -21.088 1.709 -0.1 -0.1 -0.1
H -7.578 -22.033 -0.073 -0.1 -0.7 -0.2
H -6.765 -23.353 1.826 -0.1 0.2 -0.1
H -5.307 -23.673 0.940 0.2 0.3 -0.1
H -8.122 -24.468 0.114 0.1 -0.2 0.0
H -6.879 -25.546 0.746 0.3 -0.2 -0.3
H -7.718 -26.370 -1.859 0.1 0.1 0.0
H -6.268 -26.815 -0.989 0.5 0.1 0.0
H -6.152 -26.150 -2.661 0.2 -0.1 0.0
C -3.013 -23.461 -3.897 0.5 -1.7 0.3
O -4.108 -22.661 -3.428 -0.6 0.4 -0.8
C -4.059 -21.417 -4.114 -0.1 1.7 0.1
C -5.388 -20.706 -3.985 0.1 -0.6 -0.9
N -5.884 -20.785 -2.596 -0.8 0.7 -0.5
C -7.252 -20.205 -2.544 -0.7 -0.2 0.7
C -8.259 -21.233 -3.021 0.4 1.0 -0.9
O -7.883 -22.504 -2.476 0.3 0.1 -0.4
C -8.988 -23.423 -2.545 -0.5 -0.6 -0.7
H -3.142 -24.475 -3.521 -0.2 0.1 0.0
H -2.056 -23.133 -3.492 -0.1 0.4 -0.2
H -3.000 -23.534 -4.983 -0.1 0.4 0.0
H -3.810 -21.479 -5.176 -0.1 -0.6 0.1
H -3.286 -20.755 -3.694 0.1 -0.4 0.2
H -6.118 -21.169 -4.658 0.0 -0.2 0.2
H -5.297 -19.682 -4.361 0.1 0.0 0.4
H -5.332 -20.113 -2.064 0.4 -0.7 0.4
H -7.312 -19.276 -3.114 0.0 -0.1 -0.2
H -7.501 -19.934 -1.516 0.3 0.0 0.0
H -8.232 -21.229 -4.117 -0.2 -0.6 0.1
H -9.280 -20.985 -2.731 0.1 0.0 0.2
H -9.726 -23.216 -1.771 0.3 -0.1 0.2
H -8.589 -24.429 -2.533 -0.1 0.0 0.4
H -9.508 -23.328 -3.504 0.2 0.2 0.0
C -4.429 -31.214 -2.111 -0.6 -0.3 0.2
O -4.215 -30.919 -0.751 0.0 -0.2 0.0
C -4.429 -29.575 -0.457 0.2 1.0 0.0
C -3.835 -29.214 0.893 1.3 -0.7 -1.4
N -4.566 -29.760 1.989 -0.6 -0.6 0.6
C -4.152 -29.252 3.278 0.4 0.1 0.3
C -4.919 -29.902 4.415 -0.4 0.4 0.2
O -4.729 -31.282 4.519 0.3 -0.7 -0.1
C -3.382 -31.682 4.689 0.2 0.3 0.6
H -4.117 -32.240 -2.285 0.3 0.0 0.0
H -3.898 -30.506 -2.752 0.1 -0.1 -0.1
H -5.501 -31.190 -2.355 0.0 0.2 0.0
H -5.494 -29.287 -0.508 -0.1 -0.3 0.1
H -3.911 -28.939 -1.198 0.0 -0.1 -0.1
H -3.715 -28.129 0.891 -0.4 0.1 0.6
H -2.798 -29.612 0.845 -0.4 0.3 0.1
H -4.458 -30.787 2.005 -0.2 0.7 -0.1
H -4.308 -28.170 3.328 -0.2 0.1 -0.1
H -3.066 -29.384 3.429 -0.5 0.0 0.1
H -6.000 -29.817 4.290 0.0 0.3 -0.3
H -4.684 -29.376 5.354 0.3 -0.2 0.0
H -2.959 -31.201 5.586 0.1 0.2 -0.2
H -2.764 -31.449 3.818 0.0 -0.1 0.1
H -3.339 -32.744 4.910 -0.3 -0.1 -0.3
N -6.010 -23.057 4.851 -0.9 -0.1 -0.2
C -6.218 -24.406 4.775 -0.1 0.4 0.1
C -5.217 -24.920 4.005 0.6 -0.7 0.1
C -4.363 -23.851 3.625 -0.4 0.1 -0.5
C -4.943 -22.702 4.086 0.5 0.5 0.6
H -6.592 -22.454 5.404 0.1 0.3 -0.1
H -7.076 -24.833 5.263 0.1 -0.2 0.1
H -5.022 -25.968 3.848 -0.1 0.0 -0.2
H -3.454 -23.891 3.059 0.0 -0.2 -0.2
H -4.622 -21.674 4.035 0.2 0.0 0.1
```
Positions in Å, forces in eV/Å.

Values from the calculation:
**Frontier orbital gap (spin up / spin down)**: 2.67 / 3.78 eV
**HOMO (spin up / spin down)**: -11.38 / -11.38 eV
**Spin multiplicity**: 3
**Charge**: +2



2.
A molecular structure, C38H78O10 in a non-equilibrium geometry, computed with ωB97M-V/def2-TZVPD.

```
126
Properties=species:S:1:pos:R:3:forces:R:3
C -2.769 -1.696 2.676 0.1 -0.2 -0.5
C -2.866 -3.044 3.364 -1.2 -0.5 0.5
C -1.463 -3.296 3.880 -0.9 0.8 0.1
O -1.077 -1.988 4.344 -0.1 -0.1 0.1
C -1.692 -0.987 3.476 0.7 -0.2 0.8
H -3.700 -1.153 2.515 0.0 -0.1 0.5
H -2.374 -1.987 1.702 -1.1 1.4 1.5
H -3.223 -3.847 2.719 0.0 0.2 -0.1
H -3.590 -2.985 4.177 0.2 -0.1 0.4
H -0.808 -3.660 3.088 0.2 0.1 0.0
H -1.493 -4.024 4.691 0.4 0.3 0.2
H -0.843 -0.598 2.913 -0.4 0.1 -0.3
H -2.054 -0.136 4.053 -0.2 -0.3 0.5
C 0.554 0.744 0.264 -2.2 0.6 -0.1
C 0.736 -0.636 0.880 0.1 1.7 1.0
C -0.643 -1.274 0.708 2.0 0.1 0.9
O -1.513 -0.156 0.553 11.8 -3.1 9.3
C -0.818 0.773 -0.293 3.6 2.5 0.1
H 1.291 1.154 -0.426 -2.4 -1.6 0.5
H 0.584 1.531 1.017 -1.3 -1.7 -0.9
H 0.996 -0.535 1.934 -0.1 -0.1 0.2
H 1.574 -1.158 0.419 -0.6 0.9 1.3
H -0.909 -1.884 1.571 0.7 1.0 -0.8
H -0.676 -1.934 -0.159 -0.6 1.5 1.3
H -1.163 1.794 -0.132 -0.5 -1.1 -0.5
H -0.874 0.589 -1.366 0.0 0.1 1.1
C -1.426 -1.514 -5.145 0.7 -0.1 -2.5
C -2.081 -1.501 -3.861 -2.2 0.2 1.3
C -1.406 -0.330 -3.191 -0.3 -1.5 0.1
O -0.047 -0.550 -3.560 0.0 1.8 -0.5
C 0.017 -1.217 -4.809 -0.3 -1.0 0.6
H -1.687 -0.676 -5.791 -0.8 -0.1 -0.1
H -1.626 -2.456 -5.656 0.4 0.1 -0.4
H -1.990 -2.467 -3.365 0.4 0.6 -0.3
H -3.153 -1.326 -3.961 -0.2 0.0 0.1
H -1.465 -0.317 -2.103 -0.6 -0.6 -1.2
H -1.901 0.563 -3.573 0.5 0.6 -0.1
H 0.516 -2.148 -4.539 0.7 -0.1 -0.8
H 0.445 -0.611 -5.607 0.6 -0.2 0.2
C 2.208 2.819 3.986 -0.2 0.6 -0.6
C 1.523 4.049 3.301 0.8 0.9 0.0
C 1.179 3.601 1.830 -1.3 0.3 2.6
O 1.536 2.215 1.841 -1.5 2.7 5.4
C 1.630 1.707 3.176 -1.0 -0.4 -0.1
H 2.072 2.688 5.059 -0.3 0.3 -0.1
H 3.282 2.828 3.801 0.1 0.3 0.0
H 2.204 4.899 3.350 0.2 0.0 -0.4
H 0.642 4.428 3.818 0.3 -0.2 0.0
H 1.623 4.141 0.993 0.3 0.0 0.6
H 0.109 3.660 1.635 0.1 0.2 0.4
H 2.211 0.785 3.139 0.1 0.2 0.2
H 0.622 1.424 3.479 -0.1 0.0 0.4
C 4.357 0.708 0.101 2.0 1.1 2.7
C 2.967 0.953 0.536 0.9 -1.5 1.1
C 2.688 2.415 0.227 3.6 -1.1 -1.1
O 3.679 2.791 -0.694 1.3 0.2 -1.0
C 4.506 1.682 -1.032 1.0 -0.7 -0.4
H 4.720 -0.320 0.135 -0.3 -0.1 -1.1
H 4.985 1.139 0.880 0.4 0.1 0.4
H 2.699 0.840 1.586 1.4 -0.9 -0.8
H 2.352 0.212 0.025 1.2 0.7 0.7
H 2.867 2.944 1.163 1.1 0.3 -2.0
H 1.698 2.401 -0.230 0.5 2.0 0.2
H 5.516 2.076 -1.145 0.1 -0.2 -0.1
H 4.217 1.100 -1.908 0.2 0.8 -0.1
C 2.196 -1.598 -2.091 -1.5 -4.9 3.6
C 2.739 -2.978 -1.700 0.5 0.0 -0.4
C 2.220 -3.224 -0.293 0.2 -0.4 -0.5
O 0.953 -2.567 -0.262 3.6 -1.1 -0.7
C 0.841 -1.702 -1.387 0.8 0.1 -2.7
H 2.167 -1.350 -3.152 -1.0 -2.4 1.0
H 2.784 -0.812 -1.617 -0.1 -2.0 1.2
H 3.826 -3.030 -1.762 0.1 -0.1 0.0
H 2.316 -3.690 -2.408 0.0 -0.3 0.1
H 2.913 -2.905 0.485 -0.1 0.8 0.2
H 2.070 -4.271 -0.033 -0.2 -0.3 -0.3
H 0.483 -0.701 -1.147 0.2 -1.1 -0.1
H 0.123 -2.108 -2.100 0.8 -0.2 0.2
C 3.293 2.122 -3.835 0.5 -0.2 -0.5
C 2.159 2.266 -2.890 -1.1 0.1 0.6
C 1.987 0.865 -2.210 1.3 4.1 -1.2
O 2.835 0.014 -2.994 1.6 6.4 -2.1
C 3.258 0.659 -4.162 -0.3 -0.4 -0.8
H 4.192 2.191 -3.223 0.1 1.0 -0.8
H 3.199 2.865 -4.627 0.5 -0.3 -0.2
H 1.235 2.566 -3.385 0.0 0.1 -0.1
H 2.522 3.009 -2.180 -1.0 0.0 -0.1
H 0.916 0.767 -2.032 0.6 -1.2 -1.2
H 2.485 1.003 -1.251 -0.4 -0.7 -1.6
H 2.484 0.310 -4.846 0.4 0.6 -1.2
H 4.243 0.220 -4.320 0.0 0.1 -0.8
C -0.759 -4.169 -0.884 -0.7 -2.9 0.3
C -1.769 -3.151 -1.293 -0.3 0.1 -1.7
C -2.595 -2.823 -0.103 0.0 0.2 -0.4
O -1.896 -3.379 1.003 -0.2 -2.8 -0.9
C -1.227 -4.536 0.539 0.2 -0.5 -1.1
H 0.261 -3.808 -0.753 -1.5 -0.9 -1.0
H -0.785 -5.072 -1.495 -0.1 0.0 -0.2
H -2.401 -3.459 -2.127 0.0 -0.4 0.3
H -1.271 -2.239 -1.622 -0.9 -0.6 0.0
H -3.628 -3.148 -0.220 -0.1 -0.3 0.5
H -2.544 -1.735 -0.075 -0.7 -0.8 0.5
H -1.916 -5.380 0.572 -0.1 -0.2 -0.1
H -0.322 -4.837 1.067 -0.2 0.5 0.9
C -2.175 3.025 1.234 0.6 -1.0 0.1
C -2.066 2.272 2.540 0.8 -0.2 1.5
C -1.672 3.357 3.598 -0.7 -0.4 -2.2
O -2.246 4.560 3.030 -0.2 0.2 0.1
C -2.513 4.406 1.610 -0.2 0.5 0.9
H -2.957 2.546 0.644 1.2 0.6 -0.4
H -1.205 3.082 0.741 -0.5 -0.3 -0.1
H -1.343 1.457 2.549 0.3 0.2 -0.4
H -2.982 1.723 2.758 0.0 0.9 0.6
H -0.591 3.495 3.601 -0.6 -0.5 0.3
H -2.033 3.133 4.602 -0.2 0.4 -0.1
H -1.864 5.046 1.013 -0.3 0.7 0.3
H -3.567 4.558 1.375 -0.1 0.7 0.4
C -4.349 0.947 0.995 -1.5 -1.7 -0.8
C -4.130 -0.046 -0.219 0.4 2.0 0.9
O -2.855 0.252 -0.699 -9.5 1.9 -8.8
H -3.611 0.723 1.766 -0.5 -0.1 -0.5
H -5.353 0.819 1.399 -0.1 -0.2 0.4
H -4.307 2.001 0.724 -0.3 -0.6 -0.3
H -4.881 0.103 -0.996 -0.1 0.1 0.0
H -4.152 -1.094 0.080 -0.7 0.2 0.5
H -2.209 0.209 0.010 -6.6 0.7 -1.7
```
Positions in Å, forces in eV/Å.

Values from the calculation:
**Frontier orbital gap**: 8.92 eV
**HOMO**: -8.30 eV
**Spin multiplicity**: 1
**Charge**: 0